This record from the Open Molecules 2025 dataset describes C5H8FN in the gas phase in a non-equilibrium geometry. The level of theory is ωB97M-V/def2-TZVPD.

## Properties
- SMILES = C=C/C(F)=C\CN
- DFT total energy (Eh) = -349.8882
- relative energy (zero: lowest compared OMol25 entry of this formula, charge and spin) (kJ/mol) = 81.6

Last column: Löwdin charge in e.
Geometry (Å):
1 C -1.73128 1.50095 -0.12978  0.0286
2 C -1.85607 0.26837 0.36445  -0.1080
3 C -1.03882 -0.89401 -0.01031  -0.3175
4 F -1.75771 -2.03367 -0.01378  0.0397
5 C 0.26270 -0.95873 -0.30817  -0.0278
6 C 1.26694 0.16027 -0.25924  -0.3002
7 N 2.53569 -0.18544 0.37738  -0.0139
8 H -1.00839 1.75288 -0.91478  0.0735
9 H -2.37622 2.28783 0.22871  0.0563
10 H -2.61919 0.02817 1.11026  0.1109
11 H 0.65085 -1.94942 -0.59528  0.1210
12 H 0.84045 1.00556 0.24349  0.0858
13 H 1.50045 0.52853 -1.26779  0.1163
14 H 2.35341 -0.54363 1.30490  0.0621
15 H 2.97719 -0.96766 -0.13006  0.0731